30
Properties=species:S:1:pos:R:3:mulliken_charge:R:1 method="wB97M-V/def2-TZVPD" gap_ev=4.92 energy_ha=-1483.32307 spin_multiplicity=1 e_homo_ev=-2.7 total_charge=-1
S 0.461 0.450 1.893 0.7988
P 0.433 2.473 3.858 0.2870
O 0.424 0.782 3.583 -0.2588
O -0.364 -1.015 1.770 -0.3609
O -0.302 1.522 1.204 -0.4672
O -1.168 3.052 3.883 -0.4173
O 1.150 -0.604 -2.016 -0.8611
O 1.204 2.799 5.337 -0.4449
N -1.086 -3.602 0.469 -0.7113
C 0.984 1.141 -3.585 -1.2902
C 3.002 0.842 -2.127 -1.2461
C -1.695 -2.496 0.246 0.5856
C 1.890 0.097 -2.897 0.4002
C -3.123 -2.580 -0.419 -1.1981
C -1.118 -1.090 0.537 0.1779
H 0.513 1.813 -2.861 0.2457
H 1.013 2.142 6.030 0.2840
H -1.687 -4.381 0.183 0.2514
H -3.530 -3.618 -0.425 0.3966
H -1.955 -0.346 0.494 0.2293
H 2.406 -0.449 -3.723 0.1276
H -3.075 -2.224 -1.475 0.2585
H 3.604 1.463 -2.810 0.4052
H -1.730 2.555 4.502 0.2946
H -3.866 -1.939 0.117 0.2928
H 3.683 0.139 -1.640 0.2858
H 2.592 1.506 -1.359 0.2093
H -0.418 -0.853 -0.321 0.0301
H 1.565 1.765 -4.284 0.3897
H 0.192 0.656 -4.163 0.3057